The molecule C5H11NO3 in a non-equilibrium geometry, computed with ωB97M-V/def2-TZVPD.

ORCA input file:
```
! RIJCOSX wB97M-V def2-TZVPD def2/J DEFGRID3
* xyz 0 1
C -2.11460 -0.95629 -0.16918
C -1.32614 0.32663 -0.21004
O -1.84499 1.40114 -0.52464
C 0.32159 0.14746 -0.67414
N 0.57889 1.10197 -1.71891
O 0.59679 -1.14993 -1.14302
C 0.89001 0.43375 0.66503
C 1.93711 -0.47401 1.23073
O -0.50970 0.22203 1.62351
H -1.54239 -1.87927 -0.23040
H -2.64400 -0.99536 0.78455
H -2.84564 -0.95553 -0.97974
H 0.99400 1.97309 -1.39974
H -0.30100 1.37119 -2.16070
H 0.87879 -1.02521 -2.06056
H 1.06238 1.49240 0.85324
H 1.60274 -1.51275 1.24210
H 2.83570 -0.40433 0.60672
H 2.18649 -0.19493 2.25593
H -0.75603 1.07796 2.00926
*
```

The molecular weight comes out at 133.1 g/mol. Its energy above the lowest of the compared OMol25 structures with the same formula, charge and spin is 59.5 kcal/mol. As for the LUMO energy: 0.72 eV. As for the total energy: -477.5307 hartree. As for the SMILES: CC(=O)[C@](N)(O)[C@H](C)O. The orbital gap comes out at 9.344 eV.

Löwdin population analysis, charges in e, atoms 1 to 2: -0.01 -0.41

---

A structure of composition C5H11NO3, computed with ωB97M-V/def2-TZVPD.

ORCA input file:
```
! RIJCOSX wB97M-V def2-TZVPD def2/J DEFGRID3
* xyz 0 1
C 1.25364 0.39836 -1.34575
C 0.44557 -1.62644 -0.19787
C -0.22001 0.99012 0.24605
C 0.54009 -1.15819 1.24348
C -1.73237 1.20024 0.47126
N 0.49668 0.31358 1.32248
O 1.67463 -0.74658 -0.92055
O 0.65540 0.49637 -2.54310
O -0.66558 -1.28737 -0.81635
H 0.21366 -0.34921 -2.72968
H -0.53686 -0.09088 -0.59155
H 0.18214 0.60710 2.23995
H 1.82568 1.28178 -1.09186
H 0.81746 -2.62920 -0.39684
H 0.21549 1.97128 0.06979
H 1.46896 -1.52103 1.68949
H -0.30176 -1.64501 1.75654
H -1.89168 1.81703 1.36369
H -2.26057 0.25508 0.60831
H -2.18059 1.72297 -0.37748
*
```

The molecular weight comes out at 133.1 g/mol. Its energy above the lowest of the compared OMol25 structures with the same formula, charge and spin is 103.4 kcal/mol. As for the LUMO energy: 0.81 eV. As for the total energy: -477.4606 hartree. The orbital gap comes out at 9.306 eV.

Löwdin population analysis, charges in e, atoms 1 to 2: -0.30 -0.30

---

A cluster of 2 separate species, C5H11NO3 in total in a non-equilibrium geometry, computed with ωB97M-V/def2-TZVPD.

ORCA input file:
```
! RIJCOSX wB97M-V def2-TZVPD def2/J DEFGRID3
* xyz 0 1
C 1.98501 1.82143 -0.18103
N 2.38891 0.46040 -0.49343
C 1.52598 -0.40442 0.08122
C 2.10648 -1.73702 0.33335
O 0.38060 -0.24249 0.38727
H 0.95481 1.59851 0.35614
H 2.52379 2.12040 0.78262
H 2.05764 2.39326 -1.05636
H 3.24506 0.02520 -0.74015
H 3.25450 -1.51909 0.94256
H 2.22503 -2.24342 -0.72681
H 1.48816 -2.37702 1.08417
C -2.15300 -0.30076 -0.35594
C -3.53993 -0.15489 -0.02749
O -4.51915 -0.68631 -0.56032
O -3.71154 0.98404 0.73845
H -2.18768 -1.33845 -0.67111
H -1.95602 0.47402 -1.08925
H -1.43951 -0.17173 0.54929
H -4.62915 1.29833 0.64682
*
```

The molecular weight comes out at 133.1 g/mol. Its energy above the lowest of the compared OMol25 structures with the same formula, charge and spin is 62.8 kcal/mol. As for the LUMO energy: 0.61 eV. As for the total energy: -477.5254 hartree. As for the SMILES: CNC(C)=O.CC(=O)O. The orbital gap comes out at 10.563 eV.

Löwdin population analysis, charges in e, atoms 1 to 2: -0.06 0.00

---

A structure of composition C5H11NO3PS in a non-equilibrium geometry, computed with ωB97M-V/def2-TZVPD.

ORCA input file:
```
! RIJCOSX wB97M-V def2-TZVPD def2/J DEFGRID3
* xyz -1 1
C -0.12596 -2.50859 0.87652
C 1.20139 -2.36183 1.46595
C -2.81525 -0.08811 -0.85405
C 2.24597 1.35546 -1.04498
C -1.48931 0.76840 -0.92062
N -1.13800 -2.58760 0.33510
O -0.00093 2.96615 0.35591
O 0.77771 1.19773 2.19189
O -0.82433 0.48296 0.42063
P 0.27923 1.60448 0.86858
S 3.21960 -0.01138 -0.95155
H 1.72906 -3.28036 1.10656
H 1.11135 -2.49095 2.61672
H 1.67564 -1.43539 1.25703
H -3.59306 0.40836 -1.30975
H -2.70603 -1.16885 -1.09016
H -2.93647 -0.06915 0.22014
H 1.60655 1.41894 -2.03304
H 2.70035 2.39562 -0.70399
H 1.38164 1.20089 -0.08065
H -1.51618 1.81354 -1.03066
H -0.78299 0.38966 -1.69557
*
```

The molecular weight comes out at 196.2 g/mol. Its energy above the lowest of the compared OMol25 structures with the same formula, charge and spin is 42.1 kcal/mol. As for the LUMO energy: 3.45 eV. As for the total energy: -1217.1888 hartree. The orbital gap comes out at 7.648 eV.

Löwdin population analysis, charges in e, atoms 1 to 2: -0.28 -0.07

---

A cluster of 2 separate species, C5H11NO4S in total in a non-equilibrium geometry, computed with ωB97M-V/def2-TZVPD.

ORCA input file:
```
! RIJCOSX wB97M-V def2-TZVPD def2/J DEFGRID3
* xyz 0 1
C -1.33518 1.46650 -0.50447
C -2.50030 0.20912 1.35615
C 2.86545 0.13348 -1.33265
C -0.62085 -0.25387 -1.89369
C -2.00426 0.22522 -0.13066
N -1.22460 -0.89108 -0.74589
O -0.61926 1.18933 -1.62722
O -1.47240 2.55154 -0.06743
O 1.20243 -0.63659 0.65123
O 2.97586 0.82051 1.39422
S 1.83445 0.62525 0.21485
H -3.22276 1.11614 1.50478
H -3.15031 -0.57989 1.69851
H -1.63417 0.22219 2.10709
H 2.96411 -0.92242 -1.25546
H 2.29915 0.52309 -2.15722
H 3.80408 0.61242 -1.48561
H -1.31760 -0.41198 -2.78293
H 0.40160 -0.67640 -1.89499
H -2.95423 0.12401 -0.69793
H 2.74204 0.15574 2.07325
H -0.58054 -1.29155 -0.05428
*
```

The molecular weight comes out at 181.2 g/mol. Its energy above the lowest of the compared OMol25 structures with the same formula, charge and spin is 65.3 kcal/mol. As for the LUMO energy: 0.60 eV. As for the total energy: -950.9576 hartree. The orbital gap comes out at 9.816 eV.

Löwdin population analysis, charges in e, atoms 1 to 2: -0.53 -0.03

---

A cluster of 2 separate species, C5H11NOS in total in a non-equilibrium geometry, computed with ωB97M-V/def2-TZVPD.

ORCA input file:
```
! RIJCOSX wB97M-V def2-TZVPD def2/J DEFGRID3
* xyz 0 1
C 0.55121 0.05261 1.45323
C 0.78140 -1.40728 1.11332
S 0.99942 -1.98384 -0.62683
C -0.03885 1.11259 0.77206
N -1.17991 0.86792 -0.22536
C -0.68713 1.33311 -1.51812
C -1.69355 -0.57114 -0.25759
O 0.12254 2.40223 0.95364
H 0.76590 0.36757 2.47584
H 2.78640 -0.17896 -0.65685
H 0.19007 -2.06990 1.60099
H 1.81430 -1.56654 1.45127
H 3.36590 -0.11844 -0.27634
H -0.02557 0.70564 -2.19277
H -1.52364 1.26398 -2.08928
H -0.43277 2.35503 -1.18865
H -2.68879 -0.46751 -0.85672
H -2.02729 -0.82287 0.91570
H -1.07963 -1.27419 -0.84752
*
```

The molecular weight comes out at 133.2 g/mol. Its energy above the lowest of the compared OMol25 structures with the same formula, charge and spin is 194.5 kcal/mol. As for the LUMO energy: -3.48 eV. As for the total energy: -725.0150 hartree. The orbital gap comes out at 4.906 eV.

Löwdin population analysis, charges in e, atoms 1 to 2: 0.02 -0.60

---

The molecule C5H11NOS in a non-equilibrium geometry, computed with ωB97M-V/def2-TZVPD.

ORCA input file:
```
! RIJCOSX wB97M-V def2-TZVPD def2/J DEFGRID3
* xyz 0 1
C -0.10143 -2.42338 0.96626
O -0.04414 -1.41786 -0.13308
N -0.98823 -0.41484 -0.18769
C -2.35469 -0.81420 -0.47848
S -3.58357 0.23342 -0.60074
C -0.46116 0.97041 -0.31622
C 0.23154 0.96472 -1.69352
C 0.67099 1.08943 0.60418
H 0.11260 -1.75204 1.87717
H 0.65888 -3.20050 0.67121
H -1.12107 -2.81640 1.19198
H -2.34372 -1.85095 -0.67094
H -1.21674 1.73838 -0.34144
H 1.13585 0.32916 -1.61802
H -0.47994 0.46471 -2.38370
H 0.41218 2.02142 -1.94205
H 1.39540 1.77567 0.18627
H 0.91412 0.03937 0.73499
H 0.31786 1.58255 1.50122
*
```

The molecular weight comes out at 133.2 g/mol. Its energy above the lowest of the compared OMol25 structures with the same formula, charge and spin is 102.2 kcal/mol. As for the LUMO energy: 0.56 eV. As for the total energy: -725.1621 hartree. As for the SMILES: CON(C=S)C(C)C. The orbital gap comes out at 8.924 eV.

Löwdin population analysis, charges in e, atoms 1 to 2: -0.02 -0.22